(1)
{"formula": "C4H5Cl3O2S", "method": "wB97M-V/def2-TZVPD", "e_homo_ev": -9.9, "energy_ev": -56724.3319, "charge": 0, "e_above_lowest_kj_mol": 80.1, "multiplicity": 1, "gap_ha": 0.3833, "symbols": ["C", "C", "C", "C", "O", "O", "S", "Cl", "Cl", "Cl", "H", "H", "H", "H", "H"], "positions_angstrom": [[0.2321, 0.2015, -1.1028], [0.6576, 0.0637, 0.3065], [1.1022, 1.0568, 1.0864], [-2.3630, 0.0683, 0.5021], [-2.1988, -0.4423, -2.1289], [-1.8093, 1.8967, -1.4004], [-1.6508, 0.4972, -1.1783], [-2.1156, -1.6014, 0.8939], [1.4999, 0.6904, 2.7609], [-4.0423, 0.4038, 0.2301], [0.8513, 1.1640, -1.4754], [0.3434, -0.7473, -1.7719], [0.7460, -0.8942, 0.8860], [1.1911, 2.1201, 0.7849], [-1.9915, 0.7013, 1.3663]]}

(2)
{"formula": "C12H10N4O5S", "method": "wB97M-V/def2-TZVPD", "e_homo_ev": -9.0, "energy_ev": -39634.8751, "charge": 0, "multiplicity": 1, "gap_ha": 0.3216, "symbols": ["O", "O", "O", "O", "N", "O", "C", "C", "C", "C", "C", "C", "C", "C", "C", "C", "C", "N", "N", "N", "C", "S", "H", "H", "H", "H", "H", "H", "H", "H", "H", "H"], "positions_angstrom": [[1.7949, 1.3870, -0.8820], [0.9422, -1.9788, 2.1329], [0.7470, 1.4359, 4.2783], [1.0592, 3.1180, 2.5527], [1.1757, -1.8125, -3.5421], [1.7827, 0.5320, 1.9924], [1.3630, 0.3138, -0.4821], [0.9506, -1.4886, 1.0422], [0.8287, -2.6440, -2.5872], [0.9321, -2.0091, -1.2735], [1.2241, -0.7292, -1.5249], [-3.1636, 0.4344, 0.8072], [-2.7121, -0.2096, 1.9186], [-2.6927, 1.7200, 0.4548], [-1.6085, 0.1643, 2.5857], [-1.5567, 2.1570, 1.1554], [-0.8800, 1.3088, 2.1040], [0.6488, -2.3854, -0.0089], [1.2087, -0.1183, 0.8519], [1.3512, -0.6298, -2.9006], [1.7677, 0.4926, -3.7430], [0.7692, 1.6948, 2.8326], [0.6697, -3.6864, -2.8045], [-4.1647, 0.0978, 0.4329], [-3.3295, -0.9991, 2.3674], [-3.1817, 2.3132, -0.3040], [-1.2373, -0.3675, 3.4124], [-1.2549, 3.0717, 0.7838], [0.8038, -3.3871, 0.2352], [2.5399, 0.9506, -3.2184], [0.8940, 1.1590, -4.0797], [2.3285, 0.0945, -4.5896]]}

(3)
{"formula": "C26H33AuBN7P", "method": "wB97M-V/def2-TZVPD", "e_homo_ev": -10.3, "energy_ev": -51579.4755, "charge": 1, "multiplicity": 1, "gap_ha": 0.2084, "symbols": ["Au", "C", "C", "N", "N", "C", "B", "N", "C", "C", "C", "N", "N", "C", "C", "C", "N", "H", "H", "H", "H", "H", "H", "H", "H", "H", "H", "C", "P", "C", "C", "C", "C", "C", "C", "C", "H", "H", "H", "H", "H", "H", "H", "H", "H", "H", "H", "C", "N", "C", "C", "C", "C", "C", "C", "C", "C", "H", "H", "H", "H", "H", "H", "H", "H", "H", "H", "H", "H"], "positions_angstrom": [[-0.3121, 1.0089, 1.2651], [0.3956, 2.7385, -2.8707], [-0.2773, 2.7784, -1.6429], [-0.1569, 1.6193, -1.0081], [0.5957, 0.8219, -1.7905], [0.9416, 1.4740, -2.9190], [1.0587, -0.5716, -1.3571], [-0.4712, -2.2248, 0.2153], [-0.8100, -3.4944, 0.5469], [-0.9238, -3.5397, 1.9151], [-0.6586, -2.2284, 2.3345], [-0.3986, -1.4436, 1.3004], [1.9741, -0.4427, -0.1272], [3.2268, -0.9298, -0.0025], [3.8090, -0.3770, 1.1150], [2.8259, 0.4741, 1.6315], [1.7394, 0.4320, 0.8752], [0.4880, 3.5227, -3.6016], [-0.8372, 3.5837, -1.1954], [1.5454, 1.0086, -3.6811], [1.7044, -1.0360, -2.2455], [-0.9574, -4.2658, -0.1897], [-1.1682, -4.3941, 2.5218], [-0.6359, -1.8188, 3.3309], [3.6363, -1.6180, -0.7195], [4.7991, -0.5515, 1.4971], [2.8657, 1.1245, 2.4893], [-3.5620, 2.5119, 1.4987], [-2.0777, 1.9528, 2.3908], [-2.8121, 0.9989, 3.7581], [-1.3785, 3.4434, 3.1509], [-0.6743, 3.3459, 4.3495], [0.0389, 4.4332, 4.8281], [0.0648, 5.6200, 4.1098], [-0.6433, 5.7267, 2.9225], [-1.3624, 4.6434, 2.4426], [-3.2842, 3.0599, 0.6000], [-4.1620, 3.1472, 2.1503], [-4.1388, 1.6342, 1.2071], [-3.4843, 1.6368, 4.3334], [-2.0307, 0.6038, 4.4028], [-3.3667, 0.1611, 3.3352], [-0.6800, 2.4203, 4.9115], [0.5827, 4.3520, 5.7603], [0.6357, 6.4625, 4.4772], [-0.6322, 6.6527, 2.3623], [-1.9167, 4.7317, 1.5158], [3.3234, -3.2087, -2.4973], [2.0228, -3.6455, -2.9353], [1.8118, -3.7923, -4.3511], [0.9137, -3.7422, -2.0279], [-0.1638, -2.6724, -2.1775], [-0.8895, -2.6162, -3.3360], [-1.8898, -1.6639, -3.5476], [-2.2404, -0.7710, -2.5312], [-1.5728, -0.8175, -1.3502], [-0.3734, -1.6438, -1.1320], [4.0957, -3.8598, -2.9168], [3.3880, -3.2762, -1.4131], [3.5593, -2.1783, -2.8004], [2.7577, -4.0436, -4.8293], [1.4259, -2.8810, -4.8315], [1.1046, -4.6061, -4.5460], [1.3102, -3.7335, -1.0148], [0.4214, -4.7139, -2.1928], [-0.7153, -3.3539, -4.1074], [-2.4371, -1.6638, -4.4815], [-3.0754, -0.0955, -2.6610], [-1.8921, -0.2096, -0.5138]]}

(4)
{"formula": "C4H10N2S", "method": "wB97M-V/def2-TZVPD", "e_homo_ev": -8.1, "energy_ev": -18122.2554, "charge": 0, "e_above_lowest_kj_mol": 321.2, "multiplicity": 1, "gap_ha": 0.3249, "symbols": ["C", "C", "C", "C", "H", "H", "H", "H", "H", "H", "H", "H", "H", "H", "N", "N", "S"], "positions_angstrom": [[-1.7784, -1.0862, -0.7079], [-0.9803, -0.5912, 0.5554], [0.9790, 1.2738, -0.6826], [1.8123, 0.7315, 0.3314], [-1.0588, -1.0381, -1.4465], [-2.7187, -0.4607, -0.6717], [-1.9633, -2.1042, -0.6141], [-0.0215, -0.8907, 0.8038], [-1.6153, -0.7713, 1.4228], [-1.8193, 1.1532, 0.5065], [1.4034, 1.8303, -1.5383], [2.7903, 1.1650, 0.6433], [1.2268, 0.7004, 1.2035], [2.9767, -1.1432, 0.5944], [-0.9870, 0.8314, 0.4749], [-0.3127, 1.3230, -0.6083], [2.0667, -0.9232, -0.2664]]}